# 1
An isolated molecule of C25H28N2O4S, computed with ωB97M-V with the def2-TZVPD basis set.

Positions of all 60 atoms, in Å:
C1 3.420 1.808 -1.385
C2 4.638 1.649 -0.478
O1 4.647 0.448 0.262
C3 3.718 0.402 1.326
C4 3.736 -1.015 1.891
C5 3.125 -2.010 0.903
N1 1.683 -1.906 0.846
C6 1.016 -1.435 -0.208
O2 1.520 -1.126 -1.274
C7 -0.526 -1.412 -0.077
C8 -1.087 -1.643 1.302
C9 -1.798 -2.809 1.564
C10 -2.362 -3.026 2.808
C11 -2.221 -2.078 3.808
C12 -1.504 -0.921 3.560
C13 -0.938 -0.702 2.316
N2 -0.963 -0.173 -0.706
C14 -2.165 -0.239 -1.513
C15 -3.321 -0.670 -0.670
C16 -4.026 -1.831 -0.725
C17 -5.009 -1.929 0.285
C18 -5.029 -0.844 1.097
S1 -3.858 0.328 0.642
C19 -0.234 0.955 -0.515
O3 0.601 1.039 0.371
C20 -0.448 2.034 -1.518
C21 -0.993 3.258 -1.156
C22 -1.152 4.260 -2.094
C23 -0.746 4.039 -3.402
C24 -0.177 2.836 -3.767
C25 -0.009 1.815 -2.832
O4 0.551 0.664 -3.252
H1 3.559 2.665 -2.040
H2 2.517 1.963 -0.801
H3 3.294 0.913 -1.989
H4 5.548 1.601 -1.084
H5 4.715 2.510 0.203
H6 4.009 1.126 2.104
H7 2.708 0.653 0.984
H8 4.772 -1.300 2.076
H9 3.189 -1.041 2.835
H10 3.386 -3.034 1.188
H11 3.508 -1.801 -0.098
H12 1.177 -2.042 1.709
H13 -0.872 -2.226 -0.731
H14 -1.919 -3.549 0.785
H15 -2.919 -3.932 2.994
H16 -2.669 -2.243 4.776
H17 -1.387 -0.179 4.336
H18 -0.380 0.201 2.125
H19 -2.348 0.753 -1.934
H20 -2.027 -0.949 -2.337
H21 -3.856 -2.592 -1.466
H22 -5.665 -2.773 0.400
H23 -5.662 -0.652 1.940
H24 -1.305 3.406 -0.132
H25 -1.586 5.205 -1.809
H26 -0.867 4.816 -4.142
H27 0.155 2.657 -4.777
H28 0.837 0.075 -2.522

## Properties
* frontier orbital gap: 9.1 eV
* E_HOMO: -8.52 eV
* maximum force: 0.70 eV Å⁻¹
* SMILES string: CCOCCCNC(=O)[C@@H](c1ccccc1)N(Cc1cccs1)C(=O)c1ccccc1O
* LUMO energy: 0.59 eV
* net charge: 0
* 2S+1: 1
* energy above the lowest of the compared OMol25 structures with the same formula, charge and spin: 0.0 kJ/mol
* energy: -48386.00646 eV

Löwdin population analysis, charges in e, atoms 1 to 8: C -0.062; C -0.263; O -0.155; C -0.222; C -0.140; C -0.156; N 0.110; C -0.424

# 2
An isolated molecule of C25H28N4O6S at a distorted geometry, computed with ωB97M-V with the def2-TZVPD basis set.

Positions of all 64 atoms, in Å:
C1 -7.640 -2.913 0.589
C2 -7.555 -1.550 -0.083
O1 -6.329 -0.888 0.222
C3 -5.258 -1.266 -0.515
O2 -5.314 -2.044 -1.439
N1 -4.113 -0.691 -0.080
C4 -4.054 0.384 0.885
C5 -3.747 1.700 0.162
N2 -2.520 1.549 -0.593
C6 -1.451 2.308 -0.288
O3 -1.506 3.246 0.489
C7 -0.150 1.965 -0.956
C8 0.502 2.931 -1.646
N3 1.738 2.754 -2.169
C9 2.432 1.589 -1.984
C10 3.734 1.442 -2.479
C11 4.443 0.294 -2.213
C12 3.847 -0.738 -1.498
S1 4.848 -2.121 -0.926
O4 4.324 -3.368 -1.395
O5 6.215 -1.821 -1.228
N4 4.596 -2.054 0.745
C13 3.841 -3.145 1.317
C14 4.411 -0.749 1.225
C15 5.366 0.212 0.895
C16 5.170 1.528 1.260
C17 4.029 1.908 1.949
C18 3.081 0.959 2.305
C19 1.827 1.338 3.030
C20 3.288 -0.369 1.951
C21 2.552 -0.634 -1.055
C22 1.829 0.541 -1.268
C23 0.491 0.687 -0.668
O6 -0.004 -0.185 0.032
C24 -2.572 0.478 -1.560
C25 -2.899 -0.842 -0.851
H1 -8.609 -3.359 0.388
H2 -6.863 -3.564 0.196
H3 -7.508 -2.812 1.664
H4 -7.640 -1.660 -1.169
H5 -8.334 -0.879 0.286
H6 -5.001 0.448 1.417
H7 -3.247 0.166 1.592
H8 -3.605 2.515 0.873
H9 -4.566 1.948 -0.522
H10 0.045 3.896 -1.809
H11 2.189 3.509 -2.666
H12 4.184 2.249 -3.037
H13 5.466 0.173 -2.531
H14 2.763 -3.060 1.147
H15 4.192 -4.059 0.846
H16 4.039 -3.186 2.388
H17 6.241 -0.091 0.344
H18 5.912 2.269 1.001
H19 3.876 2.944 2.214
H20 1.794 0.863 4.009
H21 0.956 1.003 2.468
H22 1.760 2.415 3.162
H23 2.541 -1.095 2.227
H24 2.075 -1.438 -0.519
H25 -1.624 0.398 -2.090
H26 -3.364 0.705 -2.285
H27 -3.052 -1.641 -1.577
H28 -2.074 -1.096 -0.180

## Properties
* frontier orbital gap: 8.3 eV
* E_HOMO: -8.61 eV
* maximum force: 1.04 eV Å⁻¹
* SMILES string: CCOC(=O)N1CCN(C(=O)c2c[nH]c3ccc(S(=O)(=O)N(C)c4cccc(C)c4)cc3c2=O)CC1
* LUMO energy: -0.33 eV
* net charge: 0
* 2S+1: 1
* energy above the lowest of the compared OMol25 structures with the same formula, charge and spin: 79.0 kJ/mol
* energy: -55461.39948 eV

Löwdin population analysis, charges in e, atoms 1 to 8: C -0.062; C -0.222; O -0.016; C -0.541; O 0.089; N -0.035; C -0.099; C -0.097

# 3
A structure of composition C25H29BBrCaF4KLiN3O9 at a distorted geometry, computed with ωB97M-V with the def2-TZVPD basis set.

Positions of all 75 atoms, in Å:
Br1 0.680 5.152 -0.309
C1 1.012 3.253 0.271
C2 1.426 2.183 -0.810
N1 1.727 0.776 -0.537
C3 1.537 0.514 0.867
C4 1.769 -0.970 1.342
C5 1.571 -1.393 2.810
C6 1.104 -0.358 3.878
C7 0.891 1.102 3.423
C8 1.089 1.561 1.930
N2 0.841 2.966 1.649
H1 1.514 2.547 -1.919
H2 2.101 -1.765 0.577
H3 1.744 -2.483 3.076
H4 0.927 -0.683 4.956
H5 0.560 1.875 4.209
C9 2.382 -5.453 -1.128
C10 2.620 -6.746 -1.383
C11 2.448 -7.788 -0.334
O1 2.653 -8.946 -0.605
C12 2.035 -7.352 1.007
C13 1.801 -6.056 1.259
C14 1.947 -5.021 0.200
O2 1.706 -3.848 0.463
O3 1.420 -5.634 2.494
O4 3.026 -7.158 -2.606
H6 2.501 -4.687 -1.882
H7 1.930 -8.115 1.767
H8 1.314 -4.666 2.415
H9 3.128 -8.133 -2.535
Li1 1.067 6.909 1.869
C15 1.407 7.267 -4.405
N3 1.447 6.061 -3.534
O5 1.235 6.218 -2.337
O6 1.691 4.995 -4.076
H10 1.181 8.136 -3.790
H11 2.386 7.368 -4.872
H12 0.628 7.108 -5.150
O7 -0.072 -6.088 5.064
H13 0.391 -5.930 4.231
H14 0.622 -6.388 5.664
B1 5.075 -11.832 -0.818
F1 4.472 -13.107 -1.071
F2 6.502 -11.957 -0.869
F3 4.642 -10.892 -1.814
F4 4.681 -11.364 0.482
C16 -3.140 2.158 -3.001
C17 -1.964 1.765 -2.372
C18 -1.944 1.552 -1.000
C19 -3.107 1.722 -0.252
C20 -4.287 2.113 -0.879
C21 -4.303 2.335 -2.253
H15 -3.152 2.328 -4.074
H16 -1.060 1.625 -2.954
H17 -1.024 1.252 -0.511
H18 -3.092 1.550 0.819
H19 -5.193 2.244 -0.297
H20 -5.223 2.644 -2.741
C22 -4.623 6.376 0.829
C23 -4.210 7.307 1.948
C24 -2.746 6.958 2.124
O8 -2.259 6.544 0.837
C25 -3.381 6.354 -0.039
H21 -5.513 6.706 0.290
H22 -4.817 5.376 1.231
H23 -4.310 8.347 1.621
H24 -4.791 7.180 2.863
H25 -2.617 6.119 2.817
H26 -2.154 7.804 2.486
H27 -3.386 7.178 -0.760
H28 -3.266 5.414 -0.585
O9 -0.675 -7.697 0.443
H29 -1.075 -8.552 0.615
K1 -5.219 1.674 -4.719
Ca1 3.845 2.231 -1.542

## Properties
* frontier orbital gap: 1.5 eV
* E_HOMO: -10.21 eV
* maximum force: 5.35 eV Å⁻¹
* LUMO energy: -8.74 eV
* net charge: +2
* 2S+1: 1
* energy: -165823.22275 eV

Löwdin population analysis, charges in e, atoms 1 to 8: Br 0.804; C -0.594; C -0.389; N -0.051; C -0.188; C 0.017; C -0.016; C -0.017

# 4
A structure of composition C25H29BiN11Se, computed with ωB97M-V with the def2-TZVPD basis set.

Positions of all 67 atoms, in Å:
Bi1 1.481 0.614 -0.792
C1 -1.142 -5.170 1.457
C2 -0.827 -3.703 1.358
C3 -1.815 -2.764 1.062
C4 -1.513 -1.421 0.940
C5 -0.216 -0.939 1.125
N1 0.129 0.418 0.954
C6 -0.487 1.375 1.771
C7 -1.272 0.960 2.861
C8 -1.938 1.838 3.690
C9 -1.843 3.212 3.507
C10 -2.532 4.190 4.420
C11 -1.024 3.641 2.481
C12 -0.358 2.768 1.623
N2 0.488 3.383 0.647
C13 0.375 4.629 0.143
C14 1.528 4.914 -0.548
C15 2.304 3.764 -0.425
N3 1.677 2.840 0.305
C16 0.763 -1.887 1.439
C17 0.466 -3.240 1.538
N4 2.104 -1.475 1.706
C18 2.887 -1.848 2.738
C19 4.085 -1.182 2.618
C20 3.944 -0.401 1.467
N5 2.747 -0.590 0.922
H1 -2.210 -5.334 1.590
H2 -0.833 -5.696 0.552
H3 -0.619 -5.629 2.296
H4 -2.837 -3.094 0.922
H5 -2.298 -0.705 0.724
H6 -1.355 -0.096 3.067
H7 -2.530 1.442 4.507
H8 -3.454 3.768 4.819
H9 -1.894 4.450 5.266
H10 -2.780 5.112 3.896
H11 -0.865 4.705 2.362
H12 -0.513 5.219 0.279
H13 1.763 5.814 -1.086
H14 3.268 3.545 -0.858
H15 1.265 -3.940 1.757
H16 2.533 -2.534 3.488
H17 4.935 -1.240 3.272
H18 4.642 0.286 1.017
C21 -2.986 -0.322 -3.009
N6 -1.822 -1.015 -3.547
C22 -1.952 -1.799 -4.770
C23 -0.645 -0.879 -2.908
N7 -0.478 -0.185 -1.832
N8 0.425 -1.538 -3.503
C24 1.629 -1.865 -2.925
N9 2.496 -2.460 -3.780
N10 1.849 -1.690 -1.662
H19 -3.868 -0.646 -3.551
H20 -2.885 0.761 -3.109
H21 -3.132 -0.578 -1.957
H22 -2.977 -1.725 -5.118
H23 -1.722 -2.852 -4.599
H24 -1.319 -1.412 -5.572
H25 -1.317 0.255 -1.483
H26 0.381 -1.632 -4.503
H27 2.381 -2.341 -4.773
H28 3.450 -2.558 -3.477
H29 2.755 -2.050 -1.382
Se1 2.410 1.447 -3.810
C25 1.002 2.330 -3.100
N11 0.095 2.756 -2.507

## Properties
* frontier orbital gap: 7.5 eV
* E_HOMO: -9.81 eV
* maximum force: 0.36 eV Å⁻¹
* LUMO energy: -2.30 eV
* net charge: +1
* 2S+1: 1
* energy: -113968.06904 eV

Löwdin population analysis, charges in e, atoms 1 to 8: Bi 1.785; C -0.041; C -0.261; C -0.022; C -0.040; C -0.311; N -0.150; C -0.208

# 5
A structure of composition C25H29CdINO7S at a distorted geometry, computed with ωB97M-V with the def2-TZVPD basis set.

Positions of all 65 atoms, in Å:
Cd1 1.517 -0.407 -0.135
O1 2.477 3.178 -1.165
C1 2.500 1.835 -1.085
O2 1.523 1.167 -1.380
C2 3.781 1.254 -0.593
O3 3.438 -0.110 -0.345
C3 3.154 -0.377 1.056
C4 2.242 0.658 1.772
O4 2.638 0.986 2.930
O5 1.252 1.098 1.121
H1 1.504 3.312 -1.187
H2 4.164 1.765 0.295
H3 4.516 1.285 -1.401
H4 4.117 -0.450 1.574
H5 2.673 -1.359 1.106
O6 1.475 -0.953 1.789
C5 2.290 -2.040 2.208
C6 2.796 -2.727 0.978
C7 3.463 -3.946 1.056
C8 3.928 -4.528 -0.120
C9 3.717 -3.879 -1.330
C10 3.049 -2.666 -1.314
N1 2.592 -2.075 -0.190
H6 1.884 -0.079 2.240
H7 1.678 -2.717 2.810
H8 3.126 -1.664 2.807
H9 3.616 -4.438 2.010
H10 4.449 -5.481 -0.092
H11 4.064 -4.306 -2.264
H12 2.858 -2.118 -2.232
I1 0.508 -2.935 -2.342
C11 1.517 -1.063 -2.193
H13 0.996 -0.311 -2.820
H14 2.563 -1.177 -2.544
O7 -0.382 0.199 -0.135
S1 -1.463 -0.468 -1.003
C12 -2.812 -0.389 0.279
C13 -2.519 0.436 1.511
C14 -1.505 0.051 2.407
C15 -1.247 0.810 3.551
C16 -2.000 1.956 3.816
C17 -3.016 2.342 2.937
C18 -3.279 1.585 1.791
C19 -1.756 1.085 -1.969
C20 -3.203 1.465 -2.136
C21 -3.661 2.706 -1.659
C22 -5.002 3.067 -1.806
C23 -5.897 2.196 -2.432
C24 -5.450 0.963 -2.914
C25 -4.107 0.597 -2.772
H15 -3.031 -1.428 0.603
H16 -3.748 -0.040 -0.192
H17 -0.918 -0.840 2.218
H18 -0.463 0.508 4.234
H19 -1.799 2.543 4.702
H20 -3.602 3.228 3.145
H21 -4.071 1.898 1.124
H22 -1.326 0.930 -2.981
H23 -1.198 1.930 -1.508
H24 -2.982 3.393 -1.170
H25 -5.346 4.024 -1.434
H26 -6.936 2.478 -2.542
H27 -6.146 0.290 -3.398
H28 -3.774 -0.362 -3.148
H29 0.573 -1.887 -0.135

## Properties
* frontier orbital gap: 4.3 eV
* E_HOMO: -1.66 eV
* maximum force: 18.40 eV Å⁻¹
* LUMO energy: 2.60 eV
* net charge: -1
* 2S+1: 1
* energy: -65689.93579 eV

Löwdin population analysis, charges in e, atoms 1 to 8: Cd 1.335; O 0.127; C -0.463; O -0.075; C -0.048; O -0.197; C -0.248; C -0.788

# 6
A structure of composition C25H29Cl2N5ReSi at a distorted geometry, computed with ωB97M-V with the def2-TZVPD basis set.

Positions of all 63 atoms, in Å:
Re1 0.383 -1.314 0.491
N1 1.549 0.358 4.211
C1 0.538 0.203 3.375
N2 1.004 -0.398 2.282
C2 2.340 -0.584 2.553
N3 2.710 -0.131 3.709
C3 3.141 -1.253 1.535
C4 4.504 -1.466 1.603
N4 5.162 -2.074 0.620
C5 4.455 -2.466 -0.435
C6 3.086 -2.263 -0.522
N5 2.420 -1.658 0.470
H1 1.541 0.788 5.127
H2 -0.472 0.526 3.570
H3 5.062 -1.141 2.475
H4 4.987 -2.953 -1.243
H5 2.523 -2.596 -1.380
Cl1 0.207 -0.356 -2.106
C7 -0.536 -1.912 -2.533
Cl2 -0.274 -2.953 -1.080
H6 -0.028 -2.364 -3.377
H7 -1.602 -1.789 -2.690
C8 -4.235 2.040 2.709
Si1 -2.707 2.971 2.206
C9 -3.141 4.409 1.130
C10 -1.702 3.506 3.693
C11 -1.592 1.694 1.279
H8 -4.904 2.685 3.288
H9 -4.011 1.164 3.326
H10 -4.789 1.702 1.828
H11 -3.854 5.043 1.669
H12 -3.617 4.090 0.200
H13 -2.271 5.021 0.882
H14 -2.010 4.506 4.014
H15 -0.633 3.560 3.465
H16 -1.854 2.845 4.555
H17 -1.793 0.758 1.814
H18 -0.566 2.009 1.462
C12 0.947 5.813 -1.096
C13 -0.222 5.801 -1.844
C14 -1.027 4.672 -1.860
C15 -0.695 3.540 -1.119
C16 0.495 3.558 -0.394
C17 1.311 4.683 -0.379
C18 -1.587 2.353 -1.175
C19 -1.936 1.532 -0.184
C20 -2.828 0.378 -0.505
C21 -3.976 0.523 -1.284
C22 -4.796 -0.562 -1.568
C23 -4.501 -1.827 -1.075
C24 -3.366 -2.006 -0.300
C25 -2.565 -0.906 -0.028
H19 1.577 6.693 -1.082
H20 -0.503 6.672 -2.421
H21 -1.940 4.669 -2.448
H22 0.810 2.669 0.146
H23 2.234 4.678 0.188
H24 -2.002 2.140 -2.158
H25 -4.238 1.508 -1.651
H26 -5.688 -0.414 -2.165
H27 -5.156 -2.664 -1.278
H28 -3.122 -2.984 0.097
H29 -1.680 -1.090 0.613

## Properties
* frontier orbital gap (spin up / spin down): 5.2 / 5.0 eV
* E_HOMO (spin up / spin down): -13.00 / -12.99 eV
* maximum force: 1.21 eV Å⁻¹
* LUMO energy (spin up / spin down): -7.85 / -7.95 eV
* net charge: +2
* 2S+1: 2
* <S²>: 1.1960
* energy above the lowest of the compared OMol25 structures with the same formula, charge and spin: 217.1 kJ/mol
* energy: -68881.38150 eV

Löwdin population analysis, charges in e, atoms 1 to 8: Re 1.001; N 0.100; C -0.076; N -0.052; C -0.296; N 0.194; C -0.164; C -0.006

# 7
A structure of composition C25H29CrN9S at a distorted geometry, computed with ωB97M-V with the def2-TZVPD basis set.

Positions of all 65 atoms, in Å:
Cr1 10.038 13.085 7.642
C1 7.587 11.747 6.097
N1 8.938 11.280 6.508
C2 9.554 10.497 5.435
C3 10.059 9.144 5.820
N2 9.557 8.486 6.891
C4 10.343 7.357 6.982
C5 10.165 6.362 7.932
C6 11.194 5.441 7.936
C7 12.191 5.376 6.970
C8 12.388 6.382 5.986
C9 11.485 7.413 6.044
N3 11.134 8.575 5.284
C10 7.179 12.866 6.999
N4 8.058 13.616 7.724
C11 7.345 14.716 8.235
C12 7.811 15.827 8.979
C13 6.811 16.771 9.322
C14 5.515 16.580 9.026
C15 5.037 15.451 8.351
C16 5.964 14.477 8.050
N5 5.928 13.296 7.193
H1 6.833 10.934 6.236
H2 7.597 12.027 5.053
H3 8.794 10.715 7.374
H4 10.473 11.035 5.047
H5 8.874 10.353 4.625
H6 9.269 6.423 8.478
H7 11.263 4.727 8.728
H8 12.902 4.599 6.996
H9 13.191 6.310 5.230
H10 11.625 8.958 4.480
H11 8.862 16.049 9.043
H12 7.078 17.710 9.789
H13 4.916 17.416 9.315
H14 3.967 15.477 8.027
H15 5.084 12.703 6.999
S1 14.514 13.501 7.168
C17 13.761 14.703 8.227
C18 12.591 14.250 8.698
N6 12.129 13.137 8.059
C19 13.083 12.588 7.306
H16 14.354 15.636 8.552
H17 11.998 14.772 9.479
H18 12.905 11.686 6.667
C20 8.884 9.086 10.799
C21 8.579 10.511 11.228
C22 9.227 11.435 10.322
N7 9.775 11.913 9.392
H19 8.595 8.366 11.598
H20 9.947 8.887 10.532
H21 8.211 8.722 10.017
H22 8.950 10.716 12.234
H23 7.503 10.702 11.125
C23 11.773 16.759 4.435
N8 10.427 16.255 4.839
C24 9.256 17.184 5.162
C25 10.325 15.118 5.428
N9 10.250 14.001 5.841
H24 12.245 16.035 3.761
H25 12.395 17.138 5.292
H26 11.648 17.703 3.883
H27 9.250 17.354 6.241
H28 8.359 16.719 4.817
H29 9.364 18.117 4.558

## Properties
* frontier orbital gap (spin up / spin down): 7.5 / 7.4 eV
* E_HOMO (spin up / spin down): -12.37 / -12.37 eV
* maximum force: 4.49 eV Å⁻¹
* LUMO energy (spin up / spin down): -4.82 / -4.96 eV
* net charge: +2
* 2S+1: 5
* <S²>: 6.0112
* energy: -79050.34156 eV

Löwdin population analysis, charges in e, atoms 1 to 8: Cr 0.672; C -0.099; N -0.095; C -0.137; C -0.329; N 0.146; C -0.234; C -0.013